Entry 1:
# C6H14O2

3 unconnected molecules or ions with the total composition C6H14O2 (the ωB97M-V functional and the def2-TZVPD basis, the Open Molecules 2025 dataset).

Geometry (Å):
C: 0.974 -1.046 3.163
C: 0.612 -0.892 1.803
C: 0.938 -2.003 0.835
C: 0.461 -1.377 -0.501
C: 1.339 -0.987 -1.460
C: 0.858 -0.349 -2.720
H: 0.954 -0.272 3.906
H: 1.433 -1.903 3.546
H: 0.123 -0.030 1.408
H: 0.205 -2.837 1.295
H: 1.944 -2.398 0.709
H: -0.498 -1.327 -0.631
H: 2.348 -1.048 -1.277
H: 1.758 -0.378 -3.466
H: 0.535 0.774 -2.529
H: -0.020 -0.973 -3.192
O: -4.297 3.554 0.219
H: -3.692 2.920 -0.199
H: -3.630 4.097 0.439
O: -0.476 2.178 -0.665
H: -0.485 2.531 0.153
H: -1.383 1.766 -0.836

**HOMO-LUMO gap**: 9.09 eV
**LUMO level**: 0.00590 Ha
**Highest occupied orbital energy**: -8.9 eV
**Energy above the lowest of the compared OMol25 structures with the same formula, charge and spin**: 416.0 kJ/mol

Charges per atom according to natural (NBO) partitioning, unit e: atom 1 (C): -0.398, atom 2 (C): -0.164, atom 3 (C): -0.484, atom 4 (C): -0.158, atom 5 (C): -0.191, atom 6 (C): -0.663, atom 7 (H): 0.191, atom 8 (H): 0.183, atom 9 (H): 0.202, atom 10 (H): 0.221, atom 11 (H): 0.229, atom 12 (H): 0.169, atom 13 (H): 0.189, atom 14 (H): 0.215, atom 15 (H): 0.240, atom 16 (H): 0.216, atom 17 (O): -0.900, atom 18 (H): 0.449, atom 19 (H): 0.451, atom 20 (O): -0.927, atom 21 (H): 0.463, atom 22 (H): 0.468



Entry 2:
# C6H14O2

A molecular structure, C6H14O2 (the ωB97M-V functional and the def2-TZVPD basis, the Open Molecules 2025 dataset).

Geometry (Å):
C: 0.194 1.817 0.675
C: 0.315 0.499 -0.135
C: -0.987 0.039 -0.554
C: -1.414 -1.257 -0.313
C: -2.493 -1.949 -0.789
C: -2.808 -3.287 -0.239
H: -0.292 2.577 0.050
H: -0.501 1.706 1.511
H: 1.188 2.162 0.954
H: 0.672 -0.264 0.550
H: -1.635 0.676 -1.157
H: -0.801 -1.891 0.326
H: -3.119 -1.599 -1.606
H: -3.734 -3.436 0.324
H: -2.086 -3.556 0.539
H: -2.749 -4.018 -1.050
H: 3.649 0.086 1.211
H: 3.056 1.627 0.627
O: 2.885 0.551 1.002
H: 2.736 2.749 -0.780
H: 1.008 0.660 -0.969
O: 3.073 2.791 0.113

**HOMO-LUMO gap**: 3.60 eV
**LUMO level**: -0.12697 Ha
**Highest occupied orbital energy**: -7.1 eV
**Energy above the lowest of the compared OMol25 structures with the same formula, charge and spin**: 574.6 kJ/mol

Charges per atom according to natural (NBO) partitioning, unit e: atom 1 (C): -0.584, atom 2 (C): -0.520, atom 3 (C): 0.261, atom 4 (C): -0.371, atom 5 (C): 0.134, atom 6 (C): -0.699, atom 7 (H): 0.190, atom 8 (H): 0.192, atom 9 (H): 0.329, atom 10 (H): 0.262, atom 11 (H): 0.203, atom 12 (H): 0.232, atom 13 (H): 0.214, atom 14 (H): 0.272, atom 15 (H): 0.233, atom 16 (H): 0.257, atom 17 (H): 0.445, atom 18 (H): 0.489, atom 19 (O): -1.142, atom 20 (H): 0.414, atom 21 (H): 0.316, atom 22 (O): -1.125



Entry 3:
# C6H14O3

C6H14O3 in the gas phase (the ωB97M-V functional and the def2-TZVPD basis, the Open Molecules 2025 dataset).

Geometry (Å):
C: -1.453 -0.485 -1.603
C: -0.069 -0.754 -1.023
O: 0.150 -2.197 -0.873
C: 0.241 -0.108 0.331
C: 1.726 -0.300 0.647
C: -0.617 -0.636 1.478
C: -0.057 1.460 0.156
O: 0.609 1.938 -0.981
O: 0.322 2.180 1.290
H: -1.601 -1.144 -2.455
H: -1.528 0.542 -1.946
H: -2.240 -0.679 -0.877
H: 0.694 -0.443 -1.740
H: -0.587 -2.561 -0.369
H: 1.979 -1.349 0.515
H: 1.949 -0.020 1.676
H: 2.335 0.285 -0.038
H: -0.504 0.018 2.340
H: -1.672 -0.661 1.216
H: -0.294 -1.636 1.758
H: -1.141 1.626 0.079
H: 0.494 2.895 -1.022
H: 1.265 2.031 1.440

**HOMO-LUMO gap**: 10.74 eV
**LUMO level**: 0.02588 Ha
**Highest occupied orbital energy**: -10.0 eV
**Energy above the lowest of the compared OMol25 structures with the same formula, charge and spin**: 44.9 kJ/mol

Charges per atom according to natural (NBO) partitioning, unit e: atom 1 (C): -0.644, atom 2 (C): 0.099, atom 3 (O): -0.734, atom 4 (C): -0.088, atom 5 (C): -0.637, atom 6 (C): -0.630, atom 7 (C): 0.379, atom 8 (O): -0.739, atom 9 (O): -0.724, atom 10 (H): 0.227, atom 11 (H): 0.222, atom 12 (H): 0.198, atom 13 (H): 0.200, atom 14 (H): 0.458, atom 15 (H): 0.243, atom 16 (H): 0.200, atom 17 (H): 0.222, atom 18 (H): 0.233, atom 19 (H): 0.206, atom 20 (H): 0.215, atom 21 (H): 0.142, atom 22 (H): 0.482, atom 23 (H): 0.471



Entry 4:
# C6H14O3Tm

A molecular structure, C6H14O3Tm (the ωB97M-V functional and the def2-TZVPD basis, the Open Molecules 2025 dataset).

Geometry (Å):
C: 3.923 1.269 0.066
O: 2.594 1.158 0.507
C: 1.738 2.123 -0.050
C: 0.327 1.863 0.413
O: -0.191 0.758 -0.288
C: -1.156 0.020 0.409
C: -1.700 -0.993 -0.572
O: -2.240 -2.102 0.119
C: -2.888 -3.036 -0.730
Tm: -1.771 -3.256 2.465
H: 4.515 0.519 0.602
H: 3.985 1.068 -1.018
H: 4.340 2.268 0.280
H: 1.784 2.081 -1.154
H: 2.039 3.136 0.275
H: -0.324 2.731 0.210
H: 0.325 1.742 1.510
H: -2.012 0.530 0.883
H: -0.653 -0.183 1.372
H: -0.960 -1.337 -1.313
H: -2.492 -0.516 -1.171
H: -3.784 -2.569 -1.167
H: -2.217 -3.376 -1.533
H: -3.180 -3.897 -0.114

**HOMO-LUMO gap (spin up / spin down)**: 6.87 / 7.42 eV
**LUMO level (spin up / spin down)**: -0.12259 / -0.17364 Ha
**<S²>**: 2.002
**Multiplicity**: 3
**Highest occupied orbital energy (spin up / spin down)**: -10.2 / -12.1 eV
**Total charge**: +1

Charges per atom according to natural (NBO) partitioning, unit e: atom 1 (C): -0.249, atom 2 (O): -0.544, atom 3 (C): -0.083, atom 4 (C): -0.085, atom 5 (O): -0.522, atom 6 (C): -0.094, atom 7 (C): -0.082, atom 8 (O): -0.644, atom 9 (C): -0.260, atom 10 (Tm): 0.987, atom 11 (H): 0.198, atom 12 (H): 0.170, atom 13 (H): 0.172, atom 14 (H): 0.181, atom 15 (H): 0.178, atom 16 (H): 0.187, atom 17 (H): 0.177, atom 18 (H): 0.172, atom 19 (H): 0.161, atom 20 (H): 0.201, atom 21 (H): 0.196, atom 22 (H): 0.207, atom 23 (H): 0.202, atom 24 (H): 0.174



Entry 5:
# C6H14S2Si2

2 unconnected molecules or ions with the total composition C6H14S2Si2 (the ωB97M-V functional and the def2-TZVPD basis, the Open Molecules 2025 dataset).

Geometry (Å):
C: -3.705 -0.616 -0.185
C: -3.431 -0.308 1.071
C: 1.871 -3.662 2.311
C: -0.335 2.539 -1.328
C: 1.730 1.173 0.779
C: 1.728 0.413 -2.025
Si: -0.789 -0.859 -0.104
Si: 0.511 1.020 -0.665
S: -2.571 -0.919 -1.488
S: -1.863 -0.251 1.799
H: -4.710 -0.569 -0.680
H: -4.353 -0.004 1.510
H: 2.307 -4.623 2.313
H: 2.490 -2.957 2.824
H: 0.982 -3.528 1.788
H: 0.163 3.216 -1.983
H: -1.320 2.273 -1.872
H: -0.652 3.011 -0.445
H: 1.680 2.143 1.251
H: 1.503 0.501 1.589
H: 2.743 1.049 0.416
H: 1.490 0.736 -3.023
H: 2.713 0.914 -1.744
H: 1.822 -0.692 -2.108

**HOMO-LUMO gap (spin up / spin down)**: 6.93 / 7.31 eV
**LUMO level (spin up / spin down)**: -0.05440 / 0.00702 Ha
**Highest occupied orbital energy (spin up / spin down)**: -8.4 / -7.1 eV
**Energy above the lowest of the compared OMol25 structures with the same formula, charge and spin**: 255.1 kJ/mol

Charges per atom according to natural (NBO) partitioning, unit e: atom 1 (C): -0.370, atom 2 (C): -0.419, atom 3 (C): -0.488, atom 4 (C): -1.117, atom 5 (C): -1.094, atom 6 (C): -1.094, atom 7 (Si): 0.436, atom 8 (Si): 1.200, atom 9 (S): -0.098, atom 10 (S): -0.074, atom 11 (H): 0.234, atom 12 (H): 0.242, atom 13 (H): 0.153, atom 14 (H): 0.166, atom 15 (H): 0.170, atom 16 (H): 0.251, atom 17 (H): 0.256, atom 18 (H): 0.234, atom 19 (H): 0.239, atom 20 (H): 0.239, atom 21 (H): 0.241, atom 22 (H): 0.230, atom 23 (H): 0.228, atom 24 (H): 0.238



Entry 6:
# C6H15AlN2O5

A molecular structure, C6H15AlN2O5 (the ωB97M-V functional and the def2-TZVPD basis, the Open Molecules 2025 dataset).

Geometry (Å):
Al: 0.371 1.230 -1.295
N: 2.637 3.556 0.155
O: 1.515 3.947 0.033
O: 2.919 2.576 -0.499
O: 3.273 3.984 1.079
C: -3.636 1.343 -1.764
O: -2.594 0.526 -1.246
C: -2.914 -0.259 -0.097
C: -1.956 -1.441 -0.015
N: -0.685 -0.997 0.569
C: 0.347 -2.119 0.653
C: 1.764 -1.637 0.880
O: 2.267 -0.702 -0.136
C: 3.626 -0.237 0.287
H: -3.334 2.127 -2.458
H: -4.263 1.840 -1.023
H: -4.315 0.755 -2.382
H: -3.967 -0.537 -0.085
H: -2.741 0.363 0.781
H: -1.711 -1.803 -1.013
H: -2.436 -2.102 0.706
H: -0.887 -0.823 1.543
H: 0.566 -2.782 -0.184
H: -0.005 -2.758 1.463
H: 2.351 -2.554 0.831
H: 1.928 -1.231 1.878
H: 4.144 0.438 -0.393
H: 4.280 -1.067 0.553
H: 3.454 0.365 1.180

**HOMO-LUMO gap**: 2.93 eV
**LUMO level**: -0.51708 Ha
**Highest occupied orbital energy**: -17.0 eV
**Energy above the lowest of the compared OMol25 structures with the same formula, charge and spin**: 176.8 kJ/mol
**Total charge**: +2

Charges per atom according to natural (NBO) partitioning, unit e: atom 1 (Al): 1.235, atom 2 (N): 0.704, atom 3 (O): -0.207, atom 4 (O): -0.235, atom 5 (O): -0.113, atom 6 (C): -0.282, atom 7 (O): -0.568, atom 8 (C): -0.072, atom 9 (C): -0.266, atom 10 (N): -0.465, atom 11 (C): -0.282, atom 12 (C): -0.082, atom 13 (O): -0.592, atom 14 (C): -0.261, atom 15 (H): 0.214, atom 16 (H): 0.203, atom 17 (H): 0.209, atom 18 (H): 0.235, atom 19 (H): 0.180, atom 20 (H): 0.238, atom 21 (H): 0.254, atom 22 (H): 0.400, atom 23 (H): 0.253, atom 24 (H): 0.258, atom 25 (H): 0.220, atom 26 (H): 0.196, atom 27 (H): 0.223, atom 28 (H): 0.222, atom 29 (H): 0.183



| no. | E_tot (Ha) | largest force on an atom (hartree/bohr) |
| --- | --- | --- |
| 1 | -387.34909 | 0.1473 |
| 2 | -387.28867 | 0.0479 |
| 3 | -462.73397 | 0.0386 |
| 4 | -1547.53499 | 0.0349 |
| 5 | -1612.27729 | 0.0555 |
| 6 | -964.68610 | 0.0654 |